The following is a quantum chemistry calculation of C14H20N2O6S2 in the gas phase, from the OMol25 dataset.

Geometry as ORCA input:
```
! RIJCOSX wB97M-V def2-TZVPD def2/J DEFGRID3
* xyz 0 1
C 6.4961 -1.3276 1.6266
C 5.3020 -1.4945 0.6980
O 4.2105 -0.6622 1.0991
C 4.1923 0.5864 0.6452
O 5.0583 1.0798 -0.0272
C 2.9337 1.3115 1.1162
C 2.7910 2.6734 0.4322
C 2.5145 2.4973 -1.0605
C 1.3140 1.5793 -1.2797
N 1.5454 0.3261 -0.6025
S 0.7514 -1.0116 -1.1622
O 0.8291 -0.9984 -2.5905
O 1.2456 -2.1440 -0.4403
C -0.9575 -0.7212 -0.6763
C -1.7827 -0.0044 -1.5239
C -3.0688 0.3063 -1.1098
C -3.4861 -0.1045 0.1413
S -5.1517 0.2718 0.6646
N -5.9615 -1.0817 0.0893
O -5.6242 1.4175 -0.0536
O -5.2105 0.2563 2.0957
C -2.6651 -0.8217 0.9895
C -1.3790 -1.1320 0.5754
C 1.6989 0.4505 0.8241
H 7.2843 -2.0145 1.3324
H 6.8751 -0.3103 1.5656
H 6.2076 -1.5371 2.6538
H 4.9066 -2.5112 0.7346
H 5.5806 -1.2398 -0.3291
H 3.0246 1.4391 2.2002
H 1.9698 3.2204 0.9010
H 3.7100 3.2447 0.5657
H 2.3208 3.4658 -1.5227
H 3.3911 2.0564 -1.5329
H 0.3962 2.0587 -0.8999
H 1.1873 1.3490 -2.3375
H -1.4110 0.2809 -2.4952
H -3.7487 0.8710 -1.7273
H -6.6425 -0.8495 -0.6148
H -6.3648 -1.6300 0.8310
H -3.0402 -1.1096 1.9585
H -0.7019 -1.7005 1.1930
H 0.8098 0.9198 1.2765
H 1.8253 -0.5550 1.2243
*
```

Largest force on an atom = 0.9 eV/A
SMILES = CCOC(=O)[C@H]1CCCN(S(=O)(=O)c2ccc(S(N)(=O)=O)cc2)C1
Gap between HOMO and LUMO = 9.90 eV
E = -1902.8160 Ha
ΔE to the lowest compared entry with this formula, charge and spin = 0.000 eV